# 1
{"formula": "C15H17N2O12PReS", "method": "wB97M-V/def2-TZVPD", "e_homo_ev": [-8.168, -8.162], "charge": 0, "homo_lumo_gap_ha": [0.24974, 0.21441], "spin_multiplicity": 2, "species": ["Re", "O", "C", "O", "C", "O", "C", "C", "O", "O", "H", "H", "H", "H", "H", "O", "C", "O", "C", "C", "C", "N", "C", "C", "C", "O", "O", "H", "H", "H", "S", "C", "N", "C", "O", "P", "O", "C", "O", "C", "H", "H", "H", "H", "H", "H", "H", "H", "H"], "xyz": [[0.73717, 0.17347, 0.51270], [2.02227, 0.62006, 4.10826], [1.66536, 0.67590, 2.81343], [2.04300, -0.34519, 2.01050], [2.05263, 2.05968, 2.27550], [1.79897, 2.03459, 0.84371], [1.02904, 3.12649, 0.31378], [-0.46682, 2.80044, 0.35798], [-1.28101, 3.67976, 0.32220], [-0.75949, 1.50397, 0.38180], [1.61566, -0.15754, 4.52501], [3.11014, 2.23277, 2.45608], [1.43303, 2.83571, 2.72108], [1.33396, 3.24862, -0.72571], [1.23681, 4.04259, 0.86130], [-4.36494, -3.73439, 3.20223], [-4.08512, -3.82977, 1.99977], [-4.50373, -4.53665, 1.07370], [-2.86116, -2.93904, 1.58775], [-2.40115, -2.91140, 0.28214], [-1.35254, -2.07976, -0.06087], [-0.75141, -1.28753, 0.83719], [-1.17289, -1.34806, 2.12068], [-2.21070, -2.14783, 2.53316], [-0.45216, -0.51712, 3.10176], [-0.37433, -0.72403, 4.27037], [0.16853, 0.62130, 2.53266], [-2.88670, -3.54495, -0.44784], [-0.96402, -2.04410, -1.06752], [-2.54413, -2.17747, 3.56195], [3.72184, -2.79220, -1.67974], [2.73222, -1.83010, -0.89832], [1.99198, -1.10093, -0.33024], [-1.85785, 1.92230, -2.38876], [-1.17905, 0.65553, -2.38811], [0.26964, 0.29178, -1.89072], [0.46775, -1.08776, -2.62566], [0.19967, -1.24367, -4.03440], [1.14260, 1.37575, -2.68549], [2.57501, 1.40744, -2.53240], [-2.53909, 1.89968, -3.23455], [-1.14884, 2.73876, -2.51994], [-2.41125, 2.04628, -1.46399], [0.62417, -2.20302, -4.31183], [0.67682, -0.44678, -4.60285], [-0.87377, -1.23432, -4.20888], [2.90804, 2.36194, -2.92953], [3.02622, 0.59201, -3.09619], [2.85962, 1.31680, -1.48317]], "forces_ev_per_angstrom": [[-1.01, -1.01, -0.65], [-0.33, 0.01, -0.09], [1.05, -0.12, -0.04], [0.26, 0.47, 0.39], [-0.27, -0.01, -0.01], [0.39, -0.17, -0.12], [-0.13, -0.03, 0.11], [-0.05, 0.08, -0.04], [-0.03, -0.03, -0.01], [0.20, 0.35, -0.23], [0.09, 0.00, 0.02], [0.01, 0.01, -0.05], [0.09, -0.02, 0.14], [-0.01, -0.01, 0.00], [-0.01, -0.01, 0.01], [-0.16, 0.15, -0.10], [0.56, -0.41, 0.11], [-0.15, 0.21, 0.00], [-0.33, 0.01, 0.00], [0.04, 0.05, 0.08], [0.06, 0.01, 0.00], [0.32, 0.20, -0.34], [-0.15, 0.00, 0.09], [0.06, -0.04, -0.08], [-0.20, 0.01, 0.30], [0.06, 0.10, -0.08], [-0.58, 0.00, 0.55], [-0.02, -0.01, 0.00], [0.02, 0.02, 0.01], [0.00, 0.00, 0.01], [-0.12, 0.10, 0.07], [0.03, 0.04, -0.03], [0.16, -0.01, -0.22], [0.02, 0.10, -0.03], [-0.09, -0.03, 0.10], [0.02, 0.13, 0.00], [0.17, -0.09, 0.04], [0.01, -0.02, -0.02], [0.00, 0.06, 0.07], [-0.02, -0.05, -0.02], [0.01, -0.01, -0.01], [0.01, -0.01, 0.01], [0.02, -0.01, 0.04], [0.00, 0.00, 0.00], [0.00, 0.01, 0.01], [0.00, 0.00, 0.01], [0.00, -0.01, -0.01], [0.01, -0.02, 0.01], [0.00, 0.01, 0.01]], "nbo_charge": [1.233, -0.670, 0.721, -0.705, -0.126, -0.512, -0.189, 0.756, -0.554, -0.694, 0.520, 0.234, 0.218, 0.235, 0.231, -0.713, 0.732, -0.714, 0.002, -0.197, 0.065, -0.446, 0.026, -0.151, 0.800, -0.506, -0.566, 0.270, 0.221, 0.283, -0.041, 0.243, -0.648, -0.243, -0.835, 2.088, -0.829, -0.254, -0.839, -0.262, 0.205, 0.187, 0.218, 0.215, 0.191, 0.200, 0.206, 0.206, 0.190]}

---

# 2
{"formula": "C11H17N2", "method": "wB97M-V/def2-TZVPD", "e_homo_ev": -11.437, "charge": 1, "homo_lumo_gap_ha": 0.31369, "species": ["C", "C", "C", "C", "C", "C", "C", "C", "C", "N", "H", "H", "H", "H", "H", "H", "H", "H", "H", "C", "C", "N", "H", "H", "H", "H", "H", "H", "H", "H"], "xyz": [[0.42836, -1.17449, -3.10134], [-1.11002, -2.50939, -1.55138], [-0.21564, -1.48987, -1.85503], [-0.24333, -1.87428, 0.37669], [0.51845, -1.19755, -0.60046], [0.11005, -1.81830, 1.75545], [1.67193, -0.42272, -0.34970], [1.13162, -0.91808, 1.97360], [1.98687, -0.30820, 1.02204], [-1.15060, -2.75634, -0.11874], [-1.97328, -2.99157, -2.01917], [-1.42325, -3.73154, 0.15101], [1.33099, -1.77393, -3.15160], [0.69658, -0.02365, -2.92743], [-0.43434, -2.49488, 2.39548], [2.26434, 0.33567, -1.07236], [1.40654, -0.67731, 2.95691], [2.81079, 0.26305, 1.32030], [-0.24405, -1.15663, -3.95339], [-0.52862, 3.09174, 0.62086], [-1.20420, 2.80189, 1.88646], [-0.32848, 1.71203, -0.23970], [-0.92519, 3.78356, -0.17897], [0.42066, 3.54114, 0.92388], [-0.82575, 1.83806, 2.35847], [-2.18277, 2.39020, 1.88723], [-0.14662, 0.80222, 0.42359], [-1.17632, 1.37177, -0.73740], [0.42384, 1.72668, -0.80697], [-1.08855, 3.66069, 2.61164]], "forces_ev_per_angstrom": [[0.11, 3.89, -0.40], [-0.81, 0.65, 1.71], [-0.31, -2.91, 2.32], [2.02, -1.59, 3.30], [-1.81, 0.03, -1.96], [-0.08, 0.82, -2.85], [0.79, 1.70, 0.70], [1.04, -0.13, 0.70], [-2.35, -0.98, -1.82], [-0.36, 0.22, -3.51], [0.89, 0.19, -0.76], [0.55, 1.82, 0.35], [0.13, 0.16, -0.71], [0.10, -2.21, -0.98], [0.20, 0.52, 0.80], [-1.48, -2.49, 1.20], [0.33, -0.07, 1.47], [0.96, 0.76, 0.62], [0.33, -0.50, -0.28], [0.61, -0.45, -2.68], [-0.11, -1.25, 2.46], [-3.54, -1.63, 5.58], [-0.25, -0.69, 1.29], [0.48, -0.74, -0.75], [0.93, 1.40, -0.27], [-1.66, 0.81, -0.68], [-0.09, 2.68, -1.49], [0.56, 0.90, 0.08], [3.13, 0.21, -2.65], [-0.29, -1.11, -0.80]], "nbo_charge": [-0.612, -0.012, -0.104, 0.154, -0.164, -0.204, -0.240, -0.237, -0.249, -0.566, 0.229, 0.444, 0.243, 0.174, 0.242, 0.239, 0.221, 0.228, 0.240, -0.192, -0.672, -0.733, 0.236, 0.237, 0.237, 0.238, 0.494, 0.443, 0.421, 0.267]}